Record 1
This record from OMol25 describes a structure of composition C23H34BeN7OS. The level of theory is ωB97M-V with the def2-TZVPD basis set.

Each line ends with the Mulliken charge.
Element x y z (Å)
Be (-0.35884, -0.13567, -1.19374)  -0.887
N (-3.63773, 2.35215, -2.11526)  -0.406
C (-2.48961, 1.68162, -1.93620)  0.634
S (-2.43110, -0.01147, -2.21058)  -0.580
N (-1.46690, 2.43359, -1.53815)  -1.329
N (-0.34876, 1.71246, -1.36221)  1.057
C (0.72542, 2.32293, -0.98969)  0.236
C (0.82086, 3.77472, -0.71040)  -0.334
C (1.25456, 4.20909, 0.53943)  -0.091
C (1.34528, 5.56476, 0.82132)  -0.873
C (1.01745, 6.49621, -0.15336)  -0.438
C (0.59343, 6.06915, -1.40550)  -0.752
C (0.48864, 4.71552, -1.68279)  -0.184
C (1.88739, 1.42083, -0.84579)  0.609
C (3.17868, 1.85240, -0.57613)  -0.696
C (4.19411, 0.91351, -0.51024)  -0.737
C (3.90162, -0.42513, -0.72073)  -0.845
C (2.58939, -0.77107, -0.98519)  0.083
N (1.60494, 0.12170, -1.03780)  0.409
H (-4.45095, 1.87057, -2.44976)  0.214
H (-3.65023, 3.34968, -1.98886)  0.230
H (1.51705, 3.48186, 1.30179)  0.527
H (1.67424, 5.89297, 1.79897)  0.404
H (1.09457, 7.55426, 0.06258)  0.403
H (0.33841, 6.79516, -2.16685)  0.396
H (0.14113, 4.37874, -2.65030)  0.456
H (3.37716, 2.90597, -0.44030)  0.588
H (5.20977, 1.22664, -0.30526)  0.463
H (4.67199, -1.18340, -0.69211)  0.463
H (2.30489, -1.80027, -1.16569)  0.246
C (0.17086, -4.03488, -0.40960)  -0.802
N (-0.24596, -3.93566, -1.80899)  0.244
C (-0.43825, -5.17966, -2.56351)  -1.065
C (-0.33105, -2.73322, -2.37371)  0.745
C (-0.67767, -2.58396, -3.82390)  -1.234
O (-0.10599, -1.71214, -1.69196)  0.246
H (-0.23340, -4.95062, 0.01239)  0.395
H (-0.19489, -3.17909, 0.14945)  0.056
H (1.25858, -4.06037, -0.32357)  0.315
H (-0.44229, -6.00533, -1.85945)  0.302
H (0.36530, -5.34702, -3.28043)  0.366
H (-1.39176, -5.18188, -3.08526)  0.397
H (-0.80145, -3.51850, -4.35901)  0.519
H (0.10822, -1.99530, -4.29718)  0.306
H (-1.59145, -1.99194, -3.89172)  0.242
C (-1.20116, -2.65771, 4.16777)  -0.941
C (-1.96437, -1.40867, 3.74090)  -0.768
N (-1.25315, -0.58500, 2.75737)  0.227
C (-0.30563, 0.40820, 3.26164)  -1.124
C (1.16045, -0.02313, 3.21485)  -0.650
C (-1.36972, -0.79778, 1.42832)  1.357
C (-2.39116, -1.78393, 0.94234)  -1.513
N (-0.66734, -0.15258, 0.54907)  0.043
H (-1.80418, -3.25012, 4.85759)  0.404
H (-0.26979, -2.39922, 4.67265)  0.290
H (-0.95843, -3.28206, 3.30485)  0.184
H (-2.15308, -0.77750, 4.60796)  0.400
H (-2.93849, -1.67867, 3.34442)  0.400
H (-0.58809, 0.61900, 4.29086)  0.408
H (-0.45196, 1.34184, 2.71213)  0.525
H (1.33474, -0.88415, 3.86019)  0.330
H (1.79193, 0.79418, 3.56788)  0.359
H (1.48382, -0.28951, 2.20593)  0.096
H (-3.38741, -1.47715, 1.26043)  0.513
H (-2.20876, -2.78528, 1.33581)  0.340
H (-2.37639, -1.79924, -0.14346)  -0.004
H (-0.02751, 0.50851, 0.97577)  -0.171

Cartesian forces (eV/Å) of the 2 atoms listed first:
Be -0.319 0.053 0.177
N -0.066 -0.152 -0.058

Properties
**Net charge**: +1
**Energy relative to the best compared isomer or geometry (same formula, charge and spin)**: 0.00 kJ/mol
**HOMO**: -10.04 eV


Record 2
This record from OMol25 describes a structure of composition C23H34Ge2Pd. The level of theory is ωB97M-V with the def2-TZVPD basis set.

Each line ends with the Mulliken charge.
Element x y z (Å)
Pd (0.37122, -1.12723, -1.34880)  -0.209
C (3.15997, -3.14056, -3.20612)  -1.597
C (1.74563, -2.90341, -2.79126)  1.363
C (1.22916, -3.50950, -1.62887)  -0.617
C (-0.15308, -3.52579, -1.37236)  -0.549
C (-1.04148, -2.91321, -2.27167)  -0.509
C (-0.53218, -2.21982, -3.38387)  -0.848
C (0.84885, -2.21079, -3.62995)  -0.578
H (3.20790, -4.08642, -3.74889)  0.333
H (3.82831, -3.23148, -2.35443)  0.387
H (3.52644, -2.37017, -3.87761)  0.443
H (1.89459, -4.08159, -0.99348)  0.591
H (-0.54525, -4.12465, -0.55626)  0.499
H (-2.10644, -3.07650, -2.16509)  0.518
H (-1.21202, -1.80251, -4.12085)  0.527
H (1.22341, -1.76566, -4.54440)  0.552
C (1.95027, -2.21291, 3.18158)  -1.226
C (1.61339, -2.39156, 1.72177)  -0.385
Ge (1.56523, -0.62387, 0.64695)  0.376
C (3.51111, 0.07478, 0.44464)  -0.613
C (4.09325, 0.54983, 1.75166)  -1.038
C (0.62507, 0.72289, 1.70450)  -0.783
C (-0.49742, 1.32456, 1.24804)  0.724
Ge (-1.00352, 0.74053, -0.63859)  0.979
C (-0.63728, 2.07425, -2.15802)  -0.461
C (-1.53684, 3.29814, -2.09282)  -1.070
C (-2.75933, -0.30407, -0.86588)  -0.316
C (-4.05677, 0.38683, -0.49053)  -1.292
C (-1.28849, 2.28288, 1.97683)  0.378
C (-0.99181, 2.67925, 3.29938)  -0.455
C (-1.78302, 3.60333, 3.94384)  -0.804
C (-2.89232, 4.15314, 3.30186)  -0.529
C (-3.20559, 3.77230, 1.99724)  -1.232
C (-2.41393, 2.85200, 1.35126)  0.184
H (1.89713, -3.19057, 3.66507)  0.388
H (1.24482, -1.55553, 3.68329)  0.340
H (2.95982, -1.83511, 3.32640)  0.273
H (0.60890, -2.80775, 1.61015)  0.281
H (2.33330, -3.05261, 1.23800)  0.266
H (3.44434, 0.89748, -0.26970)  0.426
H (4.10437, -0.73326, 0.01506)  0.364
H (3.50727, 1.35525, 2.18881)  0.302
H (5.09532, 0.93998, 1.55872)  0.375
H (4.19369, -0.25721, 2.47459)  0.247
H (1.05232, 1.00014, 2.66082)  0.563
H (-0.81893, 1.51139, -3.07984)  0.355
H (0.41161, 2.37607, -2.13007)  0.424
H (-2.59179, 3.02947, -2.12900)  0.285
H (-1.32165, 3.92463, -2.95858)  0.402
H (-1.34629, 3.88620, -1.19640)  0.340
H (-2.64868, -1.22255, -0.28056)  0.312
H (-2.76134, -0.55654, -1.93145)  0.269
H (-4.08756, 0.64416, 0.56581)  0.362
H (-4.87127, -0.30954, -0.68687)  0.423
H (-4.23206, 1.28124, -1.08464)  0.286
H (-0.13834, 2.26705, 3.81536)  0.370
H (-1.54580, 3.90840, 4.95244)  0.429
H (-3.51201, 4.87298, 3.81501)  0.432
H (-4.07087, 4.19455, 1.50808)  0.427
H (-2.64335, 2.53869, 0.33974)  0.313

Cartesian forces (eV/Å) of the 2 atoms listed first:
Pd 0.810 -0.015 -1.241
C 0.137 0.072 0.016

Properties
**Net charge**: +2
**HOMO (spin up / spin down)**: -13.88 / -13.82 eV